(1)
Here is 2 unconnected molecules or ions with the total composition C4H8O4 from the Open Molecules 2025 dataset. Energies are from ωB97M-V/def2-TZVPD.

Structure (XYZ):
```
16
Properties=species:S:1:pos:R:3
O 0.1006 2.4273 -0.7328
O -0.0049 0.1788 0.2498
O -2.0590 -2.5790 1.8171
O 0.2163 -1.0872 2.2075
C 1.3906 1.8389 -0.8437
C -0.3266 -0.8205 1.1571
C -1.6001 -1.6734 0.7396
C 1.7077 0.9994 -1.8197
H -1.3594 -2.5814 2.5025
H -1.2293 -2.4385 -0.0051
H 2.7054 0.7848 -2.1351
H 0.0083 3.1881 -0.1441
H -0.2647 0.1379 -0.6515
H -2.3618 -1.1936 0.1791
H 2.1993 2.3843 -0.3629
H 0.8776 0.4340 -2.1578
```

Its net charge is 0. The value obtained for the energy above the lowest of the compared OMol25 structures with the same formula, charge and spin is 94.4 kcal/mol. The electronic energy is -12465.06368 eV. The HOMO energy comes out at -9.310 eV. Its gap between HOMO and LUMO is 0.364 hartree.

***

(2)
Here is 2 unconnected molecules or ions with the total composition C2H5NOS from the Open Molecules 2025 dataset. Energies are from ωB97M-V/def2-TZVPD.

Structure (XYZ):
```
10
Properties=species:S:1:pos:R:3
S 1.8528 1.6886 1.8050
O 2.3381 2.5917 2.8720
N -0.2737 0.6821 -0.2945
C -0.6365 -0.3428 0.7338
C 0.7604 2.4783 0.9870
H -1.2027 -0.9491 0.0227
H -1.1236 1.0647 -0.4971
H -1.1947 0.0666 1.5966
H 0.4125 -0.6824 1.1255
H -0.0311 3.2076 1.1438
```

Its net charge is 0. The value obtained for the energy above the lowest of the compared OMol25 structures with the same formula, charge and spin is 160.9 kcal/mol. The electronic energy is -16521.40462 eV. The HOMO energy (alpha / beta) comes out at -9.341 / -9.339 eV. Its gap between HOMO and LUMO (alpha / beta) is 0.293 / 0.293 hartree.

***

Repeat the second record exactly.
Here is 2 unconnected molecules or ions with the total composition C2H5NOS from the Open Molecules 2025 dataset. Energies are from ωB97M-V/def2-TZVPD.

Structure (XYZ):
```
10
Properties=species:S:1:pos:R:3
S 1.8528 1.6886 1.8050
O 2.3381 2.5917 2.8720
N -0.2737 0.6821 -0.2945
C -0.6365 -0.3428 0.7338
C 0.7604 2.4783 0.9870
H -1.2027 -0.9491 0.0227
H -1.1236 1.0647 -0.4971
H -1.1947 0.0666 1.5966
H 0.4125 -0.6824 1.1255
H -0.0311 3.2076 1.1438
```

Its net charge is 0. The value obtained for the energy above the lowest of the compared OMol25 structures with the same formula, charge and spin is 160.9 kcal/mol. The electronic energy is -16521.40462 eV. The HOMO energy (alpha / beta) comes out at -9.341 / -9.339 eV. Its gap between HOMO and LUMO (alpha / beta) is 0.293 / 0.293 hartree.

***

energy above the lowest of the compared OMol25 structures with the same formula, charge and spin of number 2 (C2H5NOS)?
160.9 kcal/mol